Entry 1:
# Ca2I

A molecular structure, Ca2I (ωB97M-V/def2-TZVPD, OMol25).

Geometry as XYZ:
```
3
Properties=species:S:1:pos:R:3:forces:R:3
Ca -2.115 0.515 -0.278 -0.7380 0.9331 0.2867
Ca 1.460 -1.565 -0.424 1.2255 -0.2791 0.1692
I 0.656 1.051 0.701 -0.4875 -0.6540 -0.4559
```
Forces are in eV/Å.

Values from the calculation:
**2S+1**: 1
**Charge**: +3
**DFT total energy**: -1651.82048 hartree
**Kohn-Sham gap**: 7.97 eV
**ΔE to the lowest compared entry with this formula, charge and spin**: 96.9 kJ/mol
**HOMO**: -22.13 eV

***

Entry 2:
# CaH2N5O16

A molecular structure, CaH2N5O16 (ωB97M-V/def2-TZVPD, OMol25).

Geometry as XYZ:
```
24
Properties=species:S:1:pos:R:3:forces:R:3
Ca -18.929 11.726 -16.223 1.0765 0.9463 -0.4589
N -21.687 12.585 -18.128 -0.2864 -1.1115 1.0389
O -20.977 12.512 -17.089 1.2383 0.1779 1.5141
O -22.586 13.383 -18.168 -1.4391 2.0314 -0.1102
O -21.531 11.756 -18.985 0.6656 -1.3857 -2.0265
N -18.241 9.156 -18.780 1.0703 0.7522 0.1581
O -18.507 9.544 -19.887 -0.6972 0.4888 -3.0120
O -18.681 9.838 -17.870 -1.0549 0.9260 2.5908
O -17.493 8.235 -18.595 0.6519 -1.7867 0.4900
N -18.022 13.327 -19.314 -0.0767 2.4882 -0.5519
O -18.012 14.557 -19.482 0.1848 -1.0398 -0.7521
O -17.869 12.492 -20.178 0.3685 -0.6002 -2.0843
O -18.203 12.896 -18.211 -0.4737 -1.1262 3.3811
N -18.264 13.771 -13.518 2.1656 1.3098 0.9584
O -18.758 13.404 -14.563 -2.1015 -2.0093 -3.8259
O -17.025 13.876 -13.488 -0.5083 0.1301 1.1645
O -19.032 14.093 -12.617 0.0383 0.2081 1.5224
N -15.419 11.162 -15.557 -0.0064 3.6726 0.4191
O -16.637 11.238 -15.718 -3.8990 -0.0079 -0.4122
O -14.854 12.232 -15.220 0.8200 -1.3366 -0.1516
O -14.901 10.114 -15.775 2.4704 -2.4938 -0.0731
O -19.727 10.065 -14.823 -0.3127 -0.2919 0.3159
H -20.654 10.006 -14.594 -0.3430 0.2021 0.0125
H -19.366 9.210 -14.587 0.4486 -0.1441 -0.1069
```
Forces are in eV/Å.

Values from the calculation:
**2S+1**: 2
**Charge**: -2
**DFT total energy**: -2155.99564 hartree
**Kohn-Sham gap (spin up / spin down)**: 7.15 / 3.65 eV
**HOMO (spin up / spin down)**: -3.02 / -3.00 eV

***

Entry 3:
# CaI

A molecular structure, CaI (ωB97M-V/def2-TZVPD, OMol25).

Geometry as XYZ:
```
2
Properties=species:S:1:pos:R:3:forces:R:3
Ca -0.330 0.547 1.264 0.2588 -0.4318 -0.9978
I 0.330 -0.547 -1.264 -0.2588 0.4318 0.9978
```
Forces are in eV/Å.

Values from the calculation:
**2S+1**: 1
**Charge**: +1
**DFT total energy**: -975.08264 hartree
**Kohn-Sham gap**: 6.83 eV
**ΔE to the lowest compared entry with this formula, charge and spin**: 8.3 kJ/mol
**HOMO**: -13.17 eV

***

Entry 4:
# CaI3

A molecular structure, CaI3 (ωB97M-V/def2-TZVPD, OMol25).

Geometry as XYZ:
```
4
Properties=species:S:1:pos:R:3:forces:R:3
Ca 4.364 14.925 9.351 -7.3250 5.0835 -3.9613
I 5.443 13.550 7.877 4.8998 -5.3210 -7.1324
I 5.696 16.568 10.138 6.2713 8.0308 3.8751
I 3.698 13.222 10.670 -3.8461 -7.7933 7.2187
```
Forces are in eV/Å.

Values from the calculation:
**2S+1**: 1
**Charge**: -1
**DFT total energy**: -1570.69730 hartree
**Kohn-Sham gap**: 7.10 eV
**ΔE to the lowest compared entry with this formula, charge and spin**: 742.5 kJ/mol
**HOMO**: -4.21 eV

***

Entry 5:
# CdH10O6

A molecular structure, CdH10O6 (ωB97M-V/def2-TZVPD, OMol25).

Geometry as XYZ:
```
17
Properties=species:S:1:pos:R:3:forces:R:3
Cd 0.113 -0.278 -0.088 0.2756 -0.9707 -0.5773
O -0.036 -2.337 0.020 -0.2778 -2.0557 0.4263
H -0.745 -3.005 0.094 0.1749 0.3105 -0.1059
O 0.733 -0.779 -1.927 0.9033 -0.1820 -2.3740
H 1.053 -0.313 -2.724 -0.4333 -0.1317 0.7000
O -0.399 0.137 1.940 -0.4018 0.2982 1.4940
H -0.909 -0.435 2.514 -0.1111 -0.4572 0.2898
H -0.736 1.015 2.115 0.0331 0.3958 0.2389
O 2.080 -0.111 0.507 2.4967 0.3179 1.2434
H 2.844 -0.023 -0.064 0.1447 -0.0466 -0.5429
H 2.413 -0.556 1.286 0.1155 -0.1445 0.4258
O -1.894 -0.188 -0.647 -2.4700 0.2209 -0.4065
H -2.754 0.024 -0.286 -0.4388 -0.0799 0.2537
H -1.863 0.276 -1.484 0.0032 -0.0541 -0.7282
O 0.093 1.817 -0.325 -0.1456 2.1741 -0.0967
H 0.517 2.322 -1.019 0.3726 0.0877 -0.3805
H -0.509 2.435 0.088 -0.2412 0.3174 0.1400
```
Forces are in eV/Å.

Values from the calculation:
**2S+1**: 2
**Charge**: +1
**DFT total energy**: -624.78936 hartree
**Kohn-Sham gap (spin up / spin down)**: 9.25 / 5.83 eV
**HOMO (spin up / spin down)**: -13.03 / -12.20 eV

***

Entry 6:
# CdH12O10P

A molecular structure, CdH12O10P (ωB97M-V/def2-TZVPD, OMol25).

Geometry as XYZ:
```
24
Properties=species:S:1:pos:R:3:forces:R:3
Cd -0.429 -0.411 -0.090 -0.6600 -1.6484 -0.7563
P 1.657 1.125 0.266 5.1037 6.0825 -1.0614
O 1.484 -0.269 -0.391 4.0162 -1.9529 -2.1990
O 0.172 1.294 0.632 -1.0904 4.0512 2.4783
O 2.275 2.291 -0.605 -2.9759 -1.4588 -1.8388
O 2.668 1.261 1.348 0.1308 -2.7179 3.3340
O -0.971 0.693 -1.857 -0.9963 0.3326 -2.0854
H -1.641 0.926 -2.499 -0.2507 0.1723 -0.0587
H -0.172 1.109 -2.181 0.8358 0.5545 0.1926
O -0.885 3.389 -0.645 -1.2889 1.2511 -0.8521
H -0.657 2.556 -0.233 0.8312 -0.7643 0.7710
H -0.043 3.793 -0.852 0.5416 -0.2161 0.1175
O -2.361 -0.101 0.458 -3.6460 -0.1630 0.8477
H -3.129 0.469 0.438 -0.0970 0.5819 -0.1679
H -2.578 -0.775 1.103 -0.0851 -0.0720 0.4613
O -0.940 -2.156 -1.096 -0.9203 -2.4286 -1.1949
H -1.775 -2.583 -1.287 -0.3892 -0.0246 -0.0692
H -0.290 -2.678 -1.567 0.5809 -0.0103 -0.0862
O -0.398 -1.532 1.741 -0.7221 -1.3191 1.7732
H -0.842 -2.292 2.116 -0.0042 -0.3697 0.0661
H 0.394 -1.432 2.269 0.8644 0.3825 0.0174
O 2.827 -1.950 0.979 0.6651 -2.0096 1.2383
H 2.316 -1.376 0.408 -0.4767 1.1982 -0.9131
H 3.316 -1.353 1.544 0.0333 0.5486 -0.0145
```
Forces are in eV/Å.

Values from the calculation:
**2S+1**: 1
**Charge**: -1
**DFT total energy**: -1268.72444 hartree
**Kohn-Sham gap**: 3.16 eV
**ΔE to the lowest compared entry with this formula, charge and spin**: 240.4 kJ/mol
**HOMO**: -1.78 eV